DFT (wB97M-V/def2-TZVPD) results for a structure of composition C12H13ClMoN2O2 at a distorted geometry.

Computed properties:
- Energy relative to the best compared isomer or geometry (same formula, charge and spin): 24.73 kcal per mole
- E_tot: -34091.1982 eV
- 2S+1: 3
- Gap between HOMO and LUMO (spin up / spin down): 7.430 / 6.528 eV
- Charge: +2
- HOMO (spin up / spin down): -0.6113 / -0.6110 hartree
- Lowest unoccupied orbital energy (spin up / spin down): -9.205 / -10.097 eV

The geometry in XYZ format:
```
31
Properties=species:S:1:pos:R:3:forces:R:3
Cl 2.256570 -1.539055 1.587233 -0.26 0.68 -0.86
C 2.108476 2.480570 0.125796 1.20 0.03 -0.53
C 1.005574 2.427237 -0.797484 0.44 -0.20 -0.96
C 1.179527 1.264595 -1.626488 1.18 0.45 -0.50
H 0.221453 3.171503 -0.906951 0.13 -0.17 0.10
C 2.385132 0.578606 -1.205970 0.06 1.28 -0.96
C 2.953586 1.348828 -0.116800 -0.04 1.06 -0.80
H 3.900249 1.121627 0.365309 -0.30 0.00 0.16
H 2.312479 3.267833 0.844316 -0.15 -0.16 -0.02
H 0.570188 0.952826 -2.471318 -0.05 0.06 0.32
C 2.941752 -0.678479 -1.786344 -0.22 -0.43 0.16
Mo 0.957431 0.629230 0.485842 -1.42 -4.69 3.85
C -0.413926 1.743574 1.577365 -4.08 2.60 3.99
C 1.173807 -0.172855 2.510660 -1.38 1.16 3.50
O -1.210978 2.198835 2.296778 3.80 -2.00 -3.52
O 0.925713 -0.188574 3.663935 0.98 -0.24 -3.54
H 2.135688 -1.273878 -2.231611 0.24 0.08 0.00
H 3.427763 -1.277744 -1.006822 -0.02 0.13 -0.26
H 3.686340 -0.471787 -2.567137 -0.19 0.16 0.19
C -4.323831 -1.088982 -0.336789 -0.70 0.15 -0.22
N -2.915305 -1.180782 0.024289 0.91 0.03 0.29
C -2.277171 -2.311983 0.542146 0.28 1.05 -0.41
C -0.970395 -1.969695 0.717989 -0.42 0.30 -0.09
N -0.811240 -0.640563 0.330229 0.27 0.38 -0.22
C -2.008870 -0.193701 -0.081002 -0.33 -1.09 0.09
H -4.795503 -2.042942 -0.088305 0.02 0.28 -0.07
H -4.814675 -0.274138 0.212629 0.21 -0.34 -0.04
H -4.441453 -0.893105 -1.410951 0.15 -0.18 0.30
H -2.790468 -3.238047 0.721569 -0.12 -0.04 -0.02
H -0.142591 -2.550145 1.088593 -0.16 -0.04 -0.03
H -2.225323 0.801190 -0.460706 -0.03 -0.31 0.09
```
Positions in Å, forces in eV/Å.


DFT (wB97M-V/def2-TZVPD) results for a structure of composition C32H35CrN4O4P2Se.

Computed properties:
- Energy relative to the best compared isomer or geometry (same formula, charge and spin): 0.00 kcal per mole
- E_tot: -160252.3408 eV
- 2S+1: 4
- Gap between HOMO and LUMO (spin up / spin down): 7.376 / 7.365 eV
- HOMO (spin up / spin down): -0.2732 / -0.2733 hartree
- Lowest unoccupied orbital energy (spin up / spin down): -0.059 / -0.071 eV

The geometry in XYZ format:
```
79
Properties=species:S:1:pos:R:3:forces:R:3
Cr 0.014043 0.169169 0.088307 0.00 -0.02 -0.02
N 0.656866 1.263062 1.769296 0.03 -0.06 0.05
C -0.505186 1.948680 2.373610 -0.01 0.00 0.00
C -1.371719 2.526610 1.263487 -0.01 0.00 0.00
N -1.601152 1.536441 0.188362 0.02 -0.03 -0.03
C -2.821113 0.708125 0.317263 0.00 0.00 0.00
C -2.640598 -0.337414 1.402924 0.01 0.02 0.01
N -1.296094 -0.954823 1.292513 -0.05 -0.09 0.00
H 1.081515 0.647049 2.484803 0.00 0.04 0.02
H 1.380610 1.942348 1.548890 0.01 -0.01 -0.01
H -0.187373 2.742963 3.051594 0.00 0.00 0.00
H -1.046143 1.222058 2.979292 0.00 0.00 0.00
H -0.858790 3.376938 0.804800 0.00 0.01 0.00
H -2.320159 2.894752 1.664237 0.00 0.01 0.00
H -1.655581 2.024783 -0.707781 -0.01 0.03 0.01
H -2.965153 0.225765 -0.649125 0.00 0.00 0.00
H -3.692990 1.333688 0.529215 0.00 0.00 0.01
H -3.425907 -1.090014 1.330781 0.00 0.00 0.00
H -2.714683 0.095738 2.400152 0.00 0.00 0.00
H -1.361923 -1.832991 0.785359 0.00 0.00 0.01
H -1.000637 -1.206995 2.249317 0.05 0.07 -0.02
O -0.526748 -2.508079 -2.725394 0.00 -0.01 0.02
C -0.176643 -1.819744 -1.802713 0.01 0.01 -0.04
O -0.773876 -0.708507 -1.423803 -0.01 0.00 0.03
C 1.101416 -2.129357 -0.950766 0.04 0.00 0.00
O 1.814787 -3.061469 -1.194094 -0.02 0.00 0.01
O 1.293009 -1.239726 0.006143 -0.01 0.00 -0.01
Se -1.261692 -1.132361 4.728556 -0.02 -0.02 0.00
C 0.436843 -0.579568 4.407301 0.00 0.02 -0.01
N 1.499425 -0.190121 4.136810 -0.01 0.02 -0.02
C 0.990982 3.210967 -1.925589 -0.03 0.03 -0.01
P 1.638040 1.606818 -1.315355 -0.03 0.00 0.02
C 2.966872 2.075872 -0.160006 0.01 -0.02 0.00
C 3.624152 1.021422 0.482535 -0.01 0.00 -0.01
C 4.606647 1.285008 1.420997 0.00 0.01 0.01
C 4.946306 2.597947 1.726241 0.01 -0.01 0.01
C 4.303101 3.646290 1.088974 -0.01 0.01 0.00
C 3.312372 3.388116 0.148082 0.00 0.01 0.00
C 2.593331 0.953583 -2.719859 0.01 0.00 -0.01
C 3.760162 1.621303 -3.099292 0.00 -0.01 0.01
C 4.517458 1.154413 -4.158486 0.00 0.00 0.00
C 4.126458 0.006619 -4.838904 0.00 0.00 0.00
C 2.971393 -0.658876 -4.466492 0.00 0.01 0.00
C 2.201174 -0.181811 -3.414604 0.00 -0.01 0.01
P -0.665596 3.033750 -2.736273 0.01 -0.01 -0.01
C -0.294531 2.001081 -4.189070 0.00 0.01 0.00
C 0.604209 2.403388 -5.179644 0.00 0.00 0.00
C 0.869800 1.574448 -6.253614 0.00 0.00 0.00
C 0.240763 0.335675 -6.348504 0.00 0.00 0.00
C -0.647890 -0.073445 -5.369106 0.00 0.00 -0.01
C -0.919013 0.762520 -4.291322 -0.01 0.00 0.01
C -0.865027 4.688615 -3.487531 0.00 0.00 0.00
C -0.288122 5.837460 -2.953158 0.00 0.00 0.00
C -0.540925 7.082782 -3.514402 0.00 0.00 0.00
C -1.375609 7.194521 -4.614428 0.00 0.00 0.00
C -1.959903 6.054875 -5.152182 0.00 0.00 0.00
C -1.709626 4.813566 -4.591771 0.00 0.00 0.00
H 1.726778 3.695703 -2.573240 0.00 0.00 0.00
H 0.833110 3.843840 -1.047288 0.01 -0.01 0.00
H 3.343051 -0.003998 0.266220 0.00 0.00 0.00
H 5.094388 0.463227 1.927496 0.00 0.00 0.00
H 5.708346 2.800885 2.466976 0.00 0.00 0.00
H 4.566677 4.669555 1.322882 0.00 0.00 0.00
H 2.823580 4.220075 -0.343190 0.01 0.00 0.00
H 4.088876 2.498125 -2.553290 0.00 0.00 0.00
H 5.422160 1.675317 -4.444061 0.00 0.00 0.00
H 4.729001 -0.367979 -5.656367 0.00 0.00 0.00
H 2.658190 -1.554041 -4.987035 0.00 0.00 0.00
H 1.287550 -0.696352 -3.166692 0.00 0.00 0.00
H 1.090458 3.370494 -5.111150 0.00 0.00 0.00
H 1.571402 1.886723 -7.016516 0.00 0.00 0.00
H 0.455790 -0.313513 -7.187924 0.00 0.00 0.00
H -1.119906 -1.045530 -5.421498 0.00 0.00 0.00
H -1.593450 0.428746 -3.512968 0.00 0.00 -0.01
H 0.369993 5.776785 -2.095389 0.00 0.00 0.00
H -0.079820 7.965380 -3.090211 0.00 0.00 0.00
H -1.569995 8.164199 -5.053340 0.00 0.00 0.00
H -2.611233 6.133109 -6.012941 0.00 0.00 0.00
H -2.163340 3.929408 -5.024627 0.00 0.00 0.00
```
Positions in Å, forces in eV/Å.


DFT (wB97M-V/def2-TZVPD) results for a cluster of 5 separate species, C19H32F3INO11PSi in total at a distorted geometry.

Computed properties:
- E_tot: -77660.4815 eV
- SMILES string: N=P(O)(O)[Si@@](O)(I)CCC(F)(F)F.O=C1CCCO1.O=C1CCCO1.O=C1CCCO1.O=C1CCCO1
- Gap between HOMO and LUMO: 9.427 eV
- HOMO: -0.3310 hartree
- Lowest unoccupied orbital energy: 0.420 eV

The geometry in XYZ format:
```
69
Properties=species:S:1:pos:R:3:forces:R:3
N 1.513028 -0.760825 3.221478 -0.16 -0.06 -0.25
P 0.540005 -0.341519 2.082687 1.14 -1.00 1.03
O 1.400166 -0.098518 0.743101 -1.11 0.65 -0.14
O -0.186510 1.044233 2.435819 -0.27 0.24 -0.63
Si -0.980380 -1.944428 1.627297 -0.28 0.06 -0.77
O -0.148162 -3.095167 0.773771 -0.21 0.20 0.41
I -1.621206 -2.912217 3.777774 0.07 0.10 -0.04
C -2.368648 -1.355050 0.541528 -0.03 0.11 0.70
C -3.357935 -0.366398 1.170685 -0.05 -0.22 -0.52
C -4.485856 -0.987827 1.979715 -0.43 0.24 0.07
F -5.701954 -0.645624 1.449074 0.42 -0.19 0.23
F -4.466107 -2.338376 2.013329 -0.01 0.55 0.13
F -4.505779 -0.526405 3.254932 0.03 -0.42 -0.35
H 1.286068 -1.666858 3.608347 0.13 0.03 0.32
H 0.837367 0.448844 0.155422 0.24 0.04 -0.40
H 0.283617 1.421229 3.188389 0.06 0.10 0.26
H 0.285458 -3.689826 1.390435 0.29 -0.31 -0.13
H -2.898726 -2.194414 0.113065 -0.05 -0.25 -0.04
H -1.914806 -0.843893 -0.302739 0.27 0.02 -0.13
H -3.853958 0.149145 0.354328 -0.09 0.14 -0.11
H -2.849088 0.398948 1.747069 -0.02 0.03 0.33
O -0.650740 1.590988 -0.897765 0.23 -0.40 0.14
C -0.495146 2.762426 -0.676073 -0.23 0.21 0.03
C -1.304131 3.922298 -1.217667 0.36 0.26 -0.08
C -0.389262 5.116118 -0.934428 -0.11 -0.08 -0.07
C 0.372381 4.643072 0.294530 0.02 0.38 0.08
O 0.464197 3.212299 0.141798 -0.07 -0.02 -0.03
H -2.243786 3.976277 -0.665415 -0.03 -0.05 -0.03
H -1.506273 3.785658 -2.275868 -0.16 -0.15 0.03
H -0.914201 6.055548 -0.777218 -0.02 -0.02 0.07
H 0.304141 5.251378 -1.764671 0.04 0.01 0.02
H -0.162908 4.853339 1.223563 -0.07 -0.07 -0.02
H 1.376539 5.053045 0.357983 0.06 -0.19 -0.05
O 3.490421 4.532233 -0.582990 0.05 0.20 -0.04
C 3.996127 3.573365 -0.066965 -0.19 -0.21 -0.06
C 3.296880 2.448425 0.668581 0.65 -0.01 0.41
C 4.446383 1.780901 1.422922 -0.14 -0.04 -0.05
C 5.627584 2.072150 0.510291 0.00 -0.15 0.12
O 5.323269 3.346085 -0.104544 0.03 0.00 0.01
H 2.847562 1.781422 -0.064479 -0.09 0.04 0.00
H 2.532589 2.837549 1.330780 -0.16 -0.03 -0.16
H 4.302721 0.719734 1.613697 0.01 -0.01 -0.05
H 4.588505 2.277217 2.384174 0.03 -0.01 0.01
H 5.737772 1.325014 -0.277485 -0.02 0.02 -0.02
H 6.569774 2.156474 1.044177 0.04 0.12 -0.08
O -3.133799 -1.369386 -2.351205 -0.01 0.08 -0.05
C -4.304969 -1.606104 -2.366221 0.03 -0.11 -0.33
C -5.266312 -1.484404 -3.533354 -0.38 0.15 0.29
C -6.631295 -1.523861 -2.844124 0.09 0.01 -0.11
C -6.335140 -2.362094 -1.606863 -0.17 0.00 -0.03
O -4.964804 -2.070606 -1.279048 -0.03 0.02 0.09
H -5.113000 -2.336877 -4.196353 0.06 0.02 -0.04
H -5.091239 -0.560292 -4.075644 0.17 -0.07 -0.11
H -7.430473 -1.934808 -3.456797 0.02 -0.06 0.01
H -6.920341 -0.515445 -2.545802 -0.02 0.00 0.02
H -6.420989 -3.433275 -1.799274 0.02 0.00 -0.02
H -6.960026 -2.106174 -0.755603 0.12 0.01 0.10
O 5.912295 -1.573774 1.149711 0.25 0.12 0.00
C 5.340896 -2.253537 0.351539 -0.32 0.08 0.12
C 3.967329 -2.877012 0.488444 0.02 -0.40 -0.24
C 3.955599 -3.918257 -0.628907 -0.03 0.08 0.06
C 4.900763 -3.287977 -1.645624 -0.10 -0.09 -0.05
O 5.857201 -2.544688 -0.867791 0.01 -0.07 -0.05
H 3.220762 -2.094530 0.335071 -0.02 0.01 0.11
H 3.840052 -3.318255 1.472422 -0.02 0.24 0.13
H 2.968332 -4.127186 -1.036010 0.00 0.07 -0.04
H 4.374268 -4.856871 -0.262685 0.03 -0.01 -0.03
H 4.385934 -2.591609 -2.310879 -0.02 0.01 0.02
H 5.431967 -4.021047 -2.247438 0.13 0.07 0.02
```
Positions in Å, forces in eV/Å.